Record 1
An isolated molecule of C6H9NO, computed with the ωB97M-V functional and the def2-TZVPD basis.

Properties
SMILES: [H]/N=C\C(=C)CC(C)=O
HOMO level (eV): -9.83
E_tot (a.u.): -363.9769
HOMO-LUMO gap (eV): 10.36

Last column: Mulliken charge in e.
Cartesian coordinates (Å):
H1 2.178 0.122 -0.343  0.323
N1 1.963 -0.681 -0.938  -0.687
C1 0.882 -1.282 -0.704  -0.300
C2 -0.142 -1.055 0.336  0.924
C3 -0.877 -2.088 0.727  -1.111
C4 -0.235 0.275 1.049  -0.427
C5 0.275 1.469 0.256  0.359
C6 -0.547 1.868 -0.943  -1.100
O1 1.282 2.053 0.580  -0.549
H2 0.684 -2.143 -1.331  0.362
H3 -0.795 -3.053 0.254  0.287
H4 -1.599 -2.011 1.521  0.290
H5 -1.275 0.454 1.337  0.396
H6 0.383 0.212 1.964  0.262
H7 -0.145 1.333 -1.807  0.265
H8 -0.438 2.924 -1.126  0.365
H9 -1.594 1.603 -0.834  0.342

Forces on atoms 1 to 6 (eV/Å):
H -0.271 -0.191 0.061
N 0.500 0.371 -0.128
C 0.042 -0.213 -0.004
C 0.021 0.287 0.210
C -0.221 -0.041 -0.248
C 0.650 -0.085 0.579

***

Record 2
A cluster of 2 separate species, C6H9NO in total in a non-equilibrium geometry, computed with the ωB97M-V functional and the def2-TZVPD basis.

Properties
SMILES: c1ccncc1.CO
HOMO level (eV): -9.69
E_tot (a.u.): -363.9328
HOMO-LUMO gap (eV): 10.44

Last column: Mulliken charge in e.
Cartesian coordinates (Å):
C1 -1.643 2.340 0.371  -0.133
C2 -0.763 2.005 1.332  -0.450
C3 0.064 0.874 1.104  -0.207
N1 0.146 0.290 -0.076  -0.389
C4 -0.595 0.803 -1.068  -0.047
C5 -1.569 1.842 -0.948  -0.671
H1 -2.517 2.977 0.574  0.329
H2 -0.488 2.517 2.323  0.261
H3 0.728 0.540 1.822  0.459
H4 -0.447 0.459 -2.112  0.313
H5 -2.229 2.035 -1.734  0.423
C6 1.581 -3.076 -0.193  -0.687
O1 2.210 -1.751 -0.141  -0.489
H6 2.288 -3.846 -0.464  0.307
H7 1.023 -3.317 0.792  0.211
H8 0.971 -3.353 -1.081  0.259
H9 1.238 -1.339 -0.501  0.509

Forces on atoms 1 to 6 (eV/Å):
C -2.745 1.503 -1.947
C 2.926 -1.300 2.680
C -1.284 2.054 -1.570
N -0.627 -0.045 -1.246
C -1.023 1.170 -1.404
C 2.769 -2.603 3.160

***

Record 3
An isolated molecule of C6H9NO in a non-equilibrium geometry, computed with the ωB97M-V functional and the def2-TZVPD basis.

Properties
SMILES: C=C1CN[C@H]2C[C@]12O
HOMO level (eV): -8.62
E_tot (a.u.): -363.8505
HOMO-LUMO gap (eV): 9.50

Last column: Mulliken charge in e.
Cartesian coordinates (Å):
C1 -1.875 -1.216 0.002  -1.045
C2 -0.859 -0.393 0.307  0.200
C3 -0.949 1.161 0.230  -0.706
N1 0.479 1.542 0.104  -0.456
C4 0.999 0.425 -0.637  -0.528
C5 1.772 -0.918 -0.571  -0.570
C6 0.609 -0.678 0.321  0.951
O1 1.103 -0.432 1.619  -0.541
H1 -1.779 -2.343 -0.050  0.257
H2 -2.803 -0.811 -0.299  0.319
H3 -1.575 1.399 -0.649  0.407
H4 -1.390 1.601 1.092  0.361
H5 0.692 2.462 -0.300  0.297
H6 0.437 0.279 -1.561  0.168
H7 1.657 -1.494 -1.508  0.235
H8 2.701 -1.015 0.008  0.287
H9 0.781 0.431 1.892  0.362

Forces on atoms 1 to 6 (eV/Å):
C 1.565 -1.111 0.311
C -1.026 -1.289 -1.429
C 0.261 -0.793 -0.616
N 1.024 1.297 -0.185
C -0.143 -0.424 -1.220
C 0.483 0.125 0.434

***

Record 4
An isolated molecule of C6H9NO in a non-equilibrium geometry, computed with the ωB97M-V functional and the def2-TZVPD basis.

Properties
SMILES: N[C@@H]1CC=C[C@H]2O[C@H]12
HOMO level (eV): -9.00
E_tot (a.u.): -363.8328
HOMO-LUMO gap (eV): 9.84

Last column: Mulliken charge in e.
Cartesian coordinates (Å):
N1 1.365 0.242 1.460  -0.773
C1 0.190 0.820 0.815  0.126
C2 -0.913 -0.239 0.781  -0.756
C3 -1.077 -0.905 -0.528  -0.399
C4 -0.261 -0.932 -1.538  -0.483
C5 0.902 -0.076 -1.380  -0.280
O1 1.250 1.411 -1.602  -0.477
C6 0.362 1.091 -0.630  -0.109
H1 1.415 -0.751 1.267  0.291
H2 1.179 0.275 2.475  0.276
H3 -0.131 1.685 1.341  0.482
H4 -1.037 -0.799 1.711  0.388
H5 -1.912 0.405 0.724  0.295
H6 -2.075 -1.243 -0.563  0.391
H7 -0.416 -1.752 -2.193  0.422
H8 1.854 -0.598 -1.123  0.344
H9 -0.694 1.364 -1.016  0.263

Forces on atoms 1 to 6 (eV/Å):
N 0.300 0.505 1.336
C 1.524 -0.867 0.887
C -3.254 3.879 -0.706
C -1.095 -0.563 2.312
C 0.445 -0.618 -2.201
C 1.655 0.877 1.040

***

Record 5
An isolated molecule of C6H9NO in a non-equilibrium geometry, computed with the ωB97M-V functional and the def2-TZVPD basis.

Properties
SMILES: C=C(C)C(=C=O)CN
HOMO level (eV): -8.29
E_tot (a.u.): -363.8814
HOMO-LUMO gap (eV): 8.86

Last column: Mulliken charge in e.
Cartesian coordinates (Å):
C1 1.114 -2.034 -0.482  -0.852
C2 0.671 -0.901 0.067  0.540
C3 1.565 0.064 0.883  -1.022
C4 -0.777 -0.595 -0.003  -0.136
C5 -1.768 -1.410 0.107  0.575
O1 -2.584 -2.265 0.081  -0.457
C6 -1.152 1.155 -0.535  -0.725
N1 -0.940 2.561 -0.126  -0.458
H1 2.207 -2.351 -0.570  0.261
H2 0.342 -2.605 -1.077  0.250
H3 2.491 -0.512 0.954  0.362
H4 1.723 1.065 0.546  0.262
H5 1.075 0.156 1.943  0.232
H6 -0.414 1.021 -1.410  0.306
H7 -2.187 0.968 -0.752  0.387
H8 -0.103 2.944 -0.473  0.254
H9 -1.261 2.739 0.846  0.220

Forces on atoms 1 to 6 (eV/Å):
C 0.414 -0.655 -1.438
C -0.115 0.479 0.562
C -1.451 -2.176 1.801
C 0.893 4.304 0.585
C -0.856 -2.054 -0.408
O 0.629 1.405 0.309

***

Record 6
An isolated molecule of C6H9NO in a non-equilibrium geometry, computed with the ωB97M-V functional and the def2-TZVPD basis.

Properties
SMILES: C/C(N=O)=C1/C[C@H]1C
HOMO level (eV): -8.71
E_tot (a.u.): -363.8391
HOMO-LUMO gap (eV): 8.45

Last column: Mulliken charge in e.
Cartesian coordinates (Å):
C1 2.216 -0.399 1.428  -1.059
C2 0.724 -0.030 1.634  0.293
N1 0.377 0.412 2.936  -0.048
O1 1.289 0.516 3.748  -0.413
C3 -0.300 -0.123 0.806  0.376
C4 -1.727 0.258 0.752  -0.717
C5 -1.003 -0.321 -0.463  -0.010
C6 -0.615 0.855 -1.430  -1.457
H1 2.707 -0.593 2.347  0.425
H2 2.235 -1.359 0.783  0.276
H3 2.773 0.348 0.926  0.282
H4 -2.541 -0.300 1.269  0.238
H5 -2.283 1.210 0.760  0.240
H6 -1.374 -1.301 -0.714  0.397
H7 -0.424 1.757 -0.918  0.358
H8 -1.509 0.927 -2.020  0.384
H9 0.144 0.673 -2.079  0.436

Forces on atoms 1 to 6 (eV/Å):
C -2.124 -2.313 -1.780
C 2.598 -0.523 0.264
N -0.053 0.735 1.347
O -0.847 -0.241 -1.183
C -1.364 0.360 0.848
C -2.011 -0.446 0.732